Formula: C30H57Br2FIN6O3S2
Source: OMol25
Level of theory: ωB97M-V/def2-TZVPD

* energy above the lowest of the compared OMol25 structures with the same formula, charge and spin: 53.3 kJ/mol
* charge: +1
* spin multiplicity: 1
* HOMO-LUMO gap: 6.72 eV
* HOMO energy: -10.7 eV

Each atom is followed by the atoms it is bonded to, with distances in Å.
Cartesian coordinates (Å):
1 C -0.863 -1.017 7.000  C2 1.527, H40 1.090, H41 1.085, H42 1.081
2 C 0.048 0.062 6.420  C1 1.527, C3 1.536, H43 1.087, H44 1.085
3 C 0.900 -0.533 5.290  C2 1.536, C4 1.539, H45 1.087, H46 1.085
4 C 0.172 -0.397 3.940  C3 1.539, C5 1.535, H47 1.089, H48 1.083
5 C 0.553 -1.576 3.035  C4 1.535, N6 1.474, H49 1.083, H50 1.081
6 N -0.410 -1.756 1.933  C5 1.474, I7 2.056, C8 1.302
7 I -1.452 -3.528 1.933  N6 2.056
8 C -0.587 -0.853 1.012  N6 1.302, N9 1.412, N28 1.354
9 N -1.639 -1.088 0.100  C8 1.412, C10 1.462, C15 1.463
10 C -1.177 -1.823 -1.077  N9 1.462, O11 1.408, H51 1.089, H52 1.085
11 O -2.304 -2.434 -1.658  C10 1.408, C12 1.384
12 C -2.519 -2.088 -2.981  O11 1.384, C13 1.497, O14 1.222
13 C -3.959 -1.838 -3.301  C12 1.497, H53 1.081, H54 1.082, H55 1.086
14 O -1.604 -1.993 -3.786  C12 1.222
15 C -2.387 0.131 -0.208  N9 1.463, F16 1.378, C17 1.528, H56 1.087
16 F -2.199 0.502 -1.522  C15 1.378
17 C -2.130 1.305 0.734  C15 1.528, C18 1.527, C23 1.571, H57 1.085
18 C -2.927 1.195 2.032  C17 1.527, Br19 1.903, C20 1.348
19 Br -3.808 -0.437 2.457  C18 1.903
20 C -3.100 2.207 2.906  C18 1.348, C21 1.503, Br22 1.895
21 C -3.883 2.110 4.185  C20 1.503, H58 1.086, H59 1.082, H60 1.082
22 Br -2.407 3.939 2.577  C20 1.895
23 C -0.608 1.569 1.019  C17 1.571, N24 1.422, N28 1.471, H61 1.087
24 N 0.011 2.639 0.315  C23 1.422, C25 1.458, H62 1.004
25 C -0.164 2.749 -1.128  N24 1.458, C26 1.518, H63 1.088, H64 1.094
26 C 0.605 1.726 -1.946  C25 1.518, C27 1.524, H65 1.085, H66 1.090
27 C 0.679 2.127 -3.414  C26 1.524, H67 1.083, H68 1.085, H69 1.082
28 N 0.120 0.297 0.906  C8 1.354, C23 1.471, C29 1.456
29 C 1.575 0.301 0.858  N28 1.456, C30 1.541, H70 1.092, H71 1.077
30 C 2.194 -0.762 -0.071  C29 1.541, C31 1.540, H72 1.085, H73 1.083
31 C 3.008 -1.850 0.655  C30 1.540, S32 1.802, H74 1.084, H75 1.084
32 S 2.100 -3.401 0.538  C31 1.802, C33 1.770
33 C 3.314 -4.632 0.918  S32 1.770, S34 1.624, N35 1.393
34 S 4.759 -4.201 1.523  C33 1.624
35 N 2.962 -5.958 0.678  C33 1.393, C36 1.486, C38 1.471
36 C 2.693 -6.694 1.940  N35 1.486, C37 1.519, H76 1.084, H77 1.083
37 C 1.397 -6.336 2.647  C36 1.519, H78 1.084, H79 1.090, H80 1.083
38 C 1.902 -6.125 -0.328  N35 1.471, C39 1.531, H81 1.091, H82 1.083
39 C 1.709 -7.603 -0.679  C38 1.531, H83 1.081, H84 1.086, H85 1.084
40 H -1.376 -1.519 6.180  C1 1.090
41 H -0.243 -1.772 7.471  C1 1.085
42 H -1.581 -0.623 7.707  C1 1.081
43 H -0.518 0.898 6.017  C2 1.087
44 H 0.713 0.438 7.190  C2 1.085
45 H 1.826 0.030 5.203  C3 1.087
46 H 1.152 -1.568 5.498  C3 1.085
47 H -0.905 -0.463 4.088  C4 1.089
48 H 0.483 0.536 3.486  C4 1.083
49 H 1.580 -1.531 2.695  C5 1.083
50 H 0.479 -2.464 3.647  C5 1.081
51 H -0.508 -2.608 -0.727  C10 1.089
52 H -0.624 -1.226 -1.796  C10 1.085
53 H -4.245 -2.387 -4.188  C13 1.081
54 H -4.128 -0.773 -3.398  C13 1.082
55 H -4.584 -2.182 -2.483  C13 1.086
56 H -3.444 -0.111 -0.129  C15 1.087
57 H -2.560 2.162 0.226  C17 1.085
58 H -4.919 1.907 3.931  C21 1.086
59 H -3.513 1.311 4.814  C21 1.082
60 H -3.866 3.067 4.689  C21 1.082
61 H -0.592 1.856 2.068  C23 1.087
62 H -0.165 3.510 0.781  N24 1.004
63 H 0.267 3.705 -1.415  C25 1.088
64 H -1.208 2.790 -1.453  C25 1.094
65 H 0.243 0.713 -1.803  C26 1.085
66 H 1.619 1.738 -1.547  C26 1.090
67 H 1.089 1.313 -3.999  C27 1.083
68 H -0.309 2.410 -3.762  C27 1.085
69 H 1.381 2.943 -3.529  C27 1.082
70 H 2.003 0.135 1.849  C29 1.092
71 H 1.949 1.268 0.564  C29 1.077
72 H 1.447 -1.223 -0.708  C30 1.085
73 H 2.883 -0.263 -0.743  C30 1.083
74 H 3.260 -1.584 1.676  C31 1.084
75 H 3.952 -2.002 0.145  C31 1.084
76 H 3.513 -6.452 2.605  C36 1.084
77 H 2.769 -7.756 1.742  C36 1.083
78 H 1.322 -5.275 2.856  C37 1.084
79 H 0.542 -6.586 2.018  C37 1.090
80 H 1.306 -6.933 3.546  C37 1.083
81 H 0.931 -5.741 -0.010  C38 1.091
82 H 2.212 -5.607 -1.227  C38 1.083
83 H 2.653 -8.129 -0.708  C39 1.081
84 H 1.034 -8.049 0.046  C39 1.086
85 H 1.195 -7.643 -1.632  C39 1.084
86 C 0.044 7.846 -5.540  C87 1.525, H92 1.089, H93 1.089, H94 1.092
87 C -0.400 6.665 -4.683  C86 1.525, C88 1.536, N91 1.466, H95 1.095
88 C 0.660 5.562 -4.546  C87 1.536, O89 1.411, H96 1.093, H97 1.099
89 O 0.811 4.731 -5.677  C88 1.411, C90 1.418
90 C 1.620 5.257 -6.716  O89 1.418, H98 1.093, H99 1.092, H100 1.089
91 N -1.669 6.149 -5.205  C87 1.466, H101 1.016, H102 1.016
92 H -0.001 7.617 -6.604  C86 1.089
93 H -0.612 8.698 -5.369  C86 1.089
94 H 1.063 8.151 -5.296  C86 1.092
95 H -0.585 7.047 -3.674  C87 1.095
96 H 0.342 4.894 -3.741  C88 1.093
97 H 1.631 5.981 -4.247  C88 1.099
98 H 2.443 5.857 -6.319  C90 1.093
99 H 1.032 5.856 -7.413  C90 1.092
100 H 2.036 4.413 -7.265  C90 1.089
101 H -2.032 5.442 -4.572  N91 1.016
102 H -1.469 5.640 -6.061  N91 1.016